Entry from the Open Molecules 2025 dataset: the molecule CH6N4O2 in a non-equilibrium geometry (ωB97M-V with the def2-TZVPD basis set).

```
13
Properties=species:S:1:pos:R:3:mulliken_charge:R:1
N 1.7033 -0.6796 -0.5222 -0.471
N 0.8246 -1.0452 0.5178 -0.396
N -0.5256 -0.6701 0.2293 -0.385
C -0.6674 0.6069 0.1973 0.622
N 0.2062 1.6272 0.3808 -0.396
O -1.9736 1.1043 -0.1684 -0.269
O -2.7344 0.0327 -0.8115 -0.338
H 2.6532 -1.0293 -0.3971 0.219
H 1.3161 -0.9045 -1.4418 0.209
H 0.8014 -2.0661 0.6417 0.258
H 1.0899 1.2726 0.7361 0.297
H -0.1894 2.4393 0.8312 0.267
H -2.5043 -0.6882 -0.1933 0.382
```

Results
- Spin multiplicity: 1
- E_tot: -411.04227 Eh
- SMILES: NN/N=C(\N)OO
- Gap between HOMO and LUMO: 9.4 eV
- HOMO: -8.391 eV
- ΔE to the lowest compared entry with this formula, charge and spin: 3.981 eV